9 unconnected molecules or ions with the total composition C49H112F11N8O17S5, computed with ωB97M-V with the def2-TZVPD basis set.

Results
Multiplicity: 1
Electronic energy: -183395.652 eV
LUMO level: -6.231 eV
Max |F|: 0.117 hartree/bohr
HOMO: -12.08 eV
Charge: +3
Frontier orbital gap: 5.9 eV

The geometry in XYZ format:
```
202
Properties=species:S:1:pos:R:3:forces:R:3
S -1.45377 0.20086 -0.11203 0.8 -0.1 -0.8
S -0.03862 -0.83748 -2.01327 -0.4 -0.6 -3.7
S 5.91873 -4.86262 -3.39296 0.6 -0.6 -0.1
S -2.58107 -0.08599 -6.46486 -5.7 -1.6 -1.0
S -0.16021 -0.06048 -6.38851 3.8 -0.4 0.4
F 3.70751 -5.31612 -4.73803 -0.6 0.4 0.6
F 1.78442 -1.91770 -3.54170 -0.1 0.9 -0.2
F -3.80382 0.93729 -6.67366 0.3 0.2 0.4
F 2.67386 -0.80394 -1.88040 0.0 -0.1 0.0
F -0.70452 -0.62896 2.38967 -0.2 0.2 -0.3
F -0.49833 1.49693 1.98596 0.1 -0.2 0.0
F 1.77825 -2.77579 -1.61222 0.0 0.1 0.9
F 4.58151 -3.45459 -5.32906 0.2 -0.1 0.5
F 3.58179 -3.50690 -3.42927 -0.2 -0.6 0.2
F 0.87226 1.04867 -5.84454 -0.3 0.6 0.2
F -2.46491 0.64283 2.25109 0.2 -0.1 0.0
O -0.99847 -1.84950 -2.42594 1.0 0.2 0.9
O -2.96815 -0.76952 -5.24770 0.5 0.7 -0.6
O -5.48919 -4.18519 -2.01029 -0.1 0.0 -0.4
O 5.39132 -5.55848 -2.20929 -0.3 0.8 0.0
O -5.28879 -4.09922 1.05741 -0.4 0.6 0.3
O -0.14084 0.37949 -2.80931 0.9 -0.6 0.8
O -2.64920 -0.58237 -0.38068 1.0 0.0 0.9
O 0.40723 -0.36687 -7.66601 -1.2 0.3 0.8
O -1.45434 5.96127 -6.51968 -0.1 0.3 -0.6
O -6.22568 -0.52841 0.19469 0.7 0.5 -0.5
O 7.74431 -3.08380 1.04404 -0.4 0.8 -0.5
O -0.09679 -1.04440 -5.32383 -1.1 1.3 -1.7
O -0.02994 5.08275 -3.01264 -0.1 0.3 0.0
O -1.54079 1.57481 -0.54975 0.3 -0.2 0.4
O 6.71246 -3.67586 -3.10288 -0.8 0.1 0.3
O 6.51302 -5.75384 -4.35376 -0.4 0.3 -0.1
O -2.58468 -0.80974 -7.69601 0.4 -0.3 0.7
N 2.73437 3.31853 -0.43793 1.7 -1.0 0.4
N -5.76879 -1.65114 -2.32565 -1.3 0.9 0.8
N -2.36684 -4.66833 0.77304 -0.4 1.3 -0.9
N 0.02115 -0.53764 -0.47836 -2.6 1.1 2.2
N -1.47798 0.97594 -6.40523 3.2 -0.9 0.8
N 4.81956 -2.85328 1.22957 0.4 0.4 1.1
N 1.00956 2.46615 6.43221 -1.2 -0.7 -0.5
N -1.23105 3.41077 -5.19938 0.6 -1.1 0.9
C -1.17741 4.24915 -2.84813 0.8 0.7 0.3
C -0.99945 -5.01740 1.27473 0.7 -0.2 0.8
C -0.13922 4.17144 -5.90853 1.0 -0.3 -0.1
C 2.77843 2.11595 -2.56443 0.5 -0.3 -0.4
C 3.35323 -1.36405 2.69867 -0.4 -0.5 0.5
C 2.43615 4.95762 1.44384 -0.4 0.6 1.8
C 1.69233 -1.62306 -2.27654 -1.3 -0.3 -0.5
C 0.07099 -3.91989 1.33453 -0.8 0.2 0.2
C 4.34108 -4.24175 -4.25988 1.8 -0.4 -0.8
C 7.04479 -3.81466 1.99440 1.0 -0.4 0.8
C -6.49713 0.30843 -0.93132 -0.7 -0.7 0.3
C -3.61597 -6.57158 1.99194 1.2 0.8 0.5
C -3.00049 -3.60357 1.65948 0.2 -1.2 1.7
C -2.04840 4.12152 4.57197 0.2 -0.1 0.3
C -0.66708 4.93669 -7.10521 -0.3 0.1 1.9
C 1.59433 1.07906 6.39523 -1.1 -1.2 0.4
C -7.18801 -0.29240 1.23059 0.3 -0.5 -0.6
C 3.44813 -2.58175 1.79652 0.2 0.2 -1.0
C -5.91110 -5.54767 -1.89160 0.1 0.8 0.5
C -3.12145 3.14241 5.04594 -0.6 0.2 -0.1
C 5.77030 -3.13344 2.43065 -1.0 -0.6 -1.5
C 2.63972 4.31848 -1.56674 -1.6 1.1 0.3
C 1.89447 0.71385 7.86703 1.4 0.5 -0.1
C 5.32333 -1.68571 0.44794 0.3 0.0 -1.2
C 1.30584 5.50735 2.37283 0.4 -0.2 -1.2
C -4.83237 -2.33815 -3.27421 0.1 0.0 0.2
C 1.94921 3.65255 0.82177 -0.1 1.1 -1.8
C -2.28124 -4.02114 -0.57039 1.1 0.1 -0.6
C -0.01129 2.63378 5.28019 0.6 0.5 0.6
C -3.18685 -5.96904 0.66285 -0.9 0.9 -0.3
C -4.38649 -3.05355 1.36174 0.1 -0.7 -0.3
C -6.61975 -3.58354 0.89525 0.6 -0.7 -0.6
C -0.97137 3.04156 -3.74800 0.3 1.5 0.1
C 4.31738 -5.37828 1.00397 -0.5 0.3 0.3
C 4.73852 -4.08509 0.34606 1.0 0.3 -1.3
C 0.22013 2.44416 7.74008 1.7 0.0 1.0
C -5.70288 -0.13283 -2.14763 1.9 -1.0 0.0
C -1.25147 0.41582 1.74518 -0.2 -0.1 -0.2
C -0.75563 3.96826 5.39393 0.6 0.8 -0.6
C -2.21090 6.69752 -7.47810 -0.3 -0.3 -0.6
C 4.17186 3.18755 -0.07942 1.3 -1.0 -0.4
C 8.81954 -3.76412 0.42320 0.6 -0.6 -0.3
C 2.10535 3.47377 6.34664 -0.6 0.5 0.0
C -5.27952 -3.80839 -3.36955 0.0 1.1 0.5
C 3.00344 3.58947 -2.84792 0.6 1.3 0.1
C 1.62922 6.81504 3.11240 0.4 -1.6 -0.1
C 2.27849 2.01537 -1.12593 -1.1 1.0 0.1
C -0.14287 6.31640 -2.35460 -0.2 1.1 0.5
C 1.18080 1.75347 8.72555 -0.9 0.5 -0.2
H 4.56480 -6.19889 0.33247 -0.2 0.1 -0.2
H 0.64986 2.51238 4.42254 -0.6 0.1 -0.5
H -2.88884 6.03188 -8.02208 -0.2 -0.1 0.2
H -6.77693 -0.69002 2.15518 -0.1 -0.1 0.0
H 0.08773 2.79529 -3.76276 -0.1 -0.4 0.4
H 5.58286 -0.80373 1.02982 -0.2 -0.3 0.5
H 1.60339 4.67267 -1.57899 -0.1 -0.6 -0.1
H -4.71954 -2.57907 2.29102 0.2 0.3 0.0
H -2.06866 4.85173 -3.06431 -0.1 -0.3 -0.3
H -6.94075 -5.62621 -2.24549 0.2 -0.4 -0.3
H -2.96175 2.10246 4.75791 0.0 0.1 -0.2
H -1.22403 2.46779 -5.65815 -0.8 0.0 -0.3
H 3.24389 -5.33279 1.20246 -0.1 -0.5 -0.2
H 1.87449 7.58358 2.38525 -0.2 0.4 0.3
H 2.80392 3.35014 7.16894 -0.1 0.1 0.1
H 7.69042 -3.92782 2.87870 -0.3 0.0 0.2
H -4.10841 3.46305 4.70833 0.1 -0.2 -0.4
H 3.71602 1.58829 -2.73248 -0.2 -0.3 0.1
H 1.10433 4.69211 3.07376 -0.5 0.1 0.1
H 3.08051 -3.49991 2.24949 0.4 0.1 0.5
H 8.50986 -4.78432 0.18402 0.2 -0.1 0.1
H -3.83613 -2.31301 -2.83396 0.1 0.5 -0.1
H -4.09274 -5.81461 2.61433 -0.4 -0.1 -0.3
H -5.90989 -5.74285 -0.81908 0.0 -0.2 -0.1
H -0.71941 1.81483 5.38370 0.2 -0.2 -0.1
H -2.32859 -2.76393 1.82493 0.2 0.0 -0.6
H -6.94479 -2.97341 1.73531 0.0 -0.1 0.2
H -8.06044 -0.85063 0.88475 -0.5 0.3 0.7
H 2.50756 1.14252 -0.52173 0.5 0.1 -0.1
H 0.82638 0.39868 6.01830 -0.3 0.3 0.0
H 9.73158 -3.73874 1.02573 -0.2 -0.3 0.4
H 0.98255 -4.31669 1.77788 -0.1 -0.3 -0.1
H 0.82627 7.03942 3.81051 -0.1 0.5 -0.3
H -7.38982 0.77017 1.37326 -0.1 0.0 -0.1
H -1.87798 -4.71829 -1.30495 -0.3 -0.2 0.0
H 4.73593 2.75884 -0.91118 -0.3 0.5 -0.4
H -4.50473 -4.44396 -3.79584 0.0 0.2 -0.4
H -1.56383 2.21497 -3.36386 -0.1 -0.2 -0.7
H -2.42297 5.14502 4.64412 0.1 0.0 0.7
H 3.65558 -0.42512 2.24013 -0.2 -0.1 -0.2
H 4.38955 2.42864 0.67571 -0.7 0.2 0.4
H 0.74854 6.90877 -2.55154 0.0 -0.1 -0.2
H 9.11318 -3.30676 -0.52063 -0.6 0.4 0.0
H 3.91441 -1.46387 3.62818 0.1 -0.2 -0.1
H 4.13985 -3.81713 -0.52835 -0.5 -0.1 0.3
H -1.62676 7.16030 -8.27819 0.5 0.1 0.4
H -4.29646 -7.41404 1.92538 0.2 -0.1 -0.4
H 1.18820 2.10208 -1.11269 -0.1 -0.1 -0.1
H 4.02147 3.87842 -3.11737 0.2 -0.6 0.1
H -6.02489 0.27633 -3.10124 -0.1 0.4 0.2
H -4.88763 -1.73104 -4.17486 0.4 -0.5 -0.3
H 0.62207 3.47323 -6.27043 -0.5 -0.6 0.0
H -6.30485 1.33286 -0.61264 0.1 0.2 -0.6
H 2.40190 0.95248 5.67757 0.3 0.6 0.2
H -1.20859 4.02591 -1.77432 -0.3 -0.7 -0.2
H 1.63421 -0.29798 8.16400 -0.1 -0.1 -0.4
H -4.06772 -5.61824 0.13145 0.1 -0.3 -0.1
H 6.23355 -1.99261 -0.06356 -0.1 -0.1 0.1
H 0.44001 4.74494 -5.19034 -0.6 0.6 0.0
H 2.80851 -2.48337 0.91511 0.0 0.4 0.0
H -1.82307 4.12629 3.50153 0.0 -0.8 -0.1
H 4.78668 -5.60418 1.96090 0.2 0.1 -0.1
H -2.59099 -6.57567 -0.01506 0.0 -0.3 0.3
H 0.95211 3.76724 0.38958 -0.3 0.1 0.5
H -4.62922 0.00445 -2.00697 0.0 0.6 0.0
H -1.54736 -3.21863 -0.52548 -0.2 0.1 0.1
H -6.19603 -3.82484 -3.96603 -0.1 -0.5 0.0
H 1.81154 2.51337 9.18622 0.4 -0.2 -0.2
H -0.24345 -3.11007 1.99185 0.0 0.2 -0.1
H 5.69328 -4.18031 -0.17856 0.2 -0.1 0.4
H -0.08889 4.77550 5.07695 0.1 0.0 0.0
H -1.29206 4.24366 -7.67689 0.2 0.2 -0.5
H 2.64175 3.39580 5.40211 -0.1 -0.4 0.0
H 0.02623 3.43557 8.13706 -0.4 0.1 -0.5
H -4.33930 -2.30206 0.57005 -0.1 0.1 0.0
H 1.91554 2.82516 1.52638 0.4 -0.2 -0.2
H -1.20842 -5.41774 2.26666 0.3 0.0 0.1
H -7.25437 -4.45310 0.74725 -0.2 0.1 0.2
H 2.71452 5.76214 0.76304 -0.1 -0.3 -0.4
H -3.00369 -4.11229 2.62612 -0.3 0.2 0.1
H -5.17790 -6.17267 -2.40436 -0.4 -0.3 -0.1
H 0.58890 1.37035 9.55596 0.1 -0.4 -0.1
H -0.94514 4.16625 6.44726 -0.3 -0.1 0.0
H 0.49560 5.63806 1.65076 -0.6 0.0 0.6
H 0.20004 5.33518 -7.63447 -0.2 -0.1 -0.4
H -7.55969 0.20386 -1.18281 -0.2 0.2 0.1
H 0.29937 -3.51339 0.35086 0.1 0.0 0.0
H 1.62126 4.44803 6.34038 0.3 0.1 0.4
H 2.50252 6.61304 3.73883 0.2 0.3 -0.1
H 2.04657 1.74438 -3.27924 0.0 -0.5 0.3
H -1.01564 6.92048 -2.62607 0.0 -0.2 -0.6
H -6.73644 -1.80060 -2.61809 0.0 -0.6 0.0
H 4.64407 4.12378 0.20224 -0.3 0.1 0.0
H -5.68908 -2.04846 -1.38734 0.0 -0.2 -0.1
H 3.28168 4.84832 2.12893 0.3 -0.5 -0.4
H -2.16101 3.82000 -5.25076 0.1 0.3 -0.5
H -3.25726 3.13516 6.13096 0.4 0.2 0.1
H 5.90444 -2.21267 2.98732 0.0 0.0 0.0
H -2.77917 7.46974 -6.96949 0.0 -0.1 0.2
H 6.82821 -4.84396 1.68957 0.0 0.1 -0.4
H 4.62398 -1.38938 -0.33512 -0.3 -0.3 0.2
H 2.97651 0.81908 7.96186 0.0 -0.2 0.5
H -2.72139 -6.82966 2.56309 -0.2 -0.6 0.0
H 3.14450 5.26547 -1.37695 0.7 -0.5 0.2
H 2.44438 3.99265 -3.69248 -0.4 -0.2 0.2
H -3.21025 -3.56661 -0.89850 -0.2 -0.5 0.2
H -0.25787 6.29364 -1.25969 0.2 -0.8 0.1
H -0.57555 -5.83836 0.69726 -0.5 -0.1 -0.3
H -6.64109 -2.99513 -0.02100 -0.2 0.1 0.1
H 2.30126 -1.33500 2.99409 0.0 0.4 -0.1
H 5.13760 -3.87252 2.91567 0.5 0.2 1.0
H -0.65769 1.82618 7.57559 -0.2 0.3 -0.2
```
Forces are in eV/Å.